Here is a molecular structure, C24H38AsN2RuS4SbSi from the OMol25 dataset. Energies are from wB97M-V/def2-TZVPD.

Atoms and positions in Å:
1 Ru -0.81430 0.09210 0.48304
2 S 2.03331 2.27172 1.96487
3 Sb 2.50168 0.94786 0.19266
4 S 1.20434 -1.15628 1.04600
5 S 0.31784 1.23201 -0.98740
6 C -3.12275 3.83254 0.43606
7 C -2.08819 2.89377 0.39133
8 N -2.31908 1.60648 0.22106
9 C -3.58996 1.17667 0.12130
10 C -4.69036 2.04346 0.15492
11 C -4.42447 3.41418 0.31696
12 C -6.00428 1.49603 0.01771
13 C -6.18747 0.17102 -0.16333
14 C -5.07690 -0.73120 -0.21450
15 C -5.21994 -2.10681 -0.45462
16 C -4.09611 -2.88508 -0.53707
17 C -2.84424 -2.30162 -0.33583
18 N -2.66949 -1.01845 -0.06601
19 C -3.77822 -0.23119 -0.04054
20 H -2.87413 4.87622 0.56434
21 H -1.05218 3.18886 0.50629
22 H -5.24256 4.12210 0.34799
23 H -6.85011 2.17068 0.04970
24 H -7.18339 -0.23573 -0.28228
25 H -6.20566 -2.53337 -0.59044
26 H -4.15589 -3.94334 -0.74676
27 H -1.95598 -2.90726 -0.40789
28 C 0.31934 -2.63143 -1.72479
29 Si 1.35510 -2.95502 -0.19163
30 C 3.17291 -3.27090 -0.68573
31 C 4.14949 -3.11581 0.48659
32 C 3.60680 -2.27341 -1.77218
33 C 3.29062 -4.68313 -1.27806
34 C 0.60754 -4.29896 0.96480
35 C -0.52537 -3.73405 1.84044
36 C 0.05909 -5.45150 0.11334
37 C 1.64666 -4.85383 1.94859
38 H -0.07680 -3.54348 -2.17320
39 H 0.91456 -2.11829 -2.48058
40 H -0.48746 -1.94078 -1.48982
41 H 4.08519 -2.12084 0.93509
42 H 5.17300 -3.24153 0.12092
43 H 3.99224 -3.85256 1.27186
44 H 3.66331 -1.25212 -1.39092
45 H 2.95274 -2.27784 -2.64412
46 H 4.60896 -2.53920 -2.12022
47 H 3.11724 -5.46144 -0.53514
48 H 4.30128 -4.82867 -1.67017
49 H 2.59569 -4.84070 -2.10716
50 H -1.22770 -3.09954 1.31082
51 H -0.12015 -3.12565 2.65215
52 H -1.08719 -4.56004 2.28682
53 H -0.74947 -5.12841 -0.54692
54 H -0.34891 -6.22853 0.76705
55 H 0.83003 -5.91257 -0.50572
56 H 2.14114 -4.05690 2.50792
57 H 2.41223 -5.45388 1.45798
58 H 1.14288 -5.50193 2.67248
59 C -0.03304 2.19205 4.96261
60 As -0.18867 0.38678 4.30670
61 C 1.58884 -0.34924 4.24367
62 C -1.12287 -0.59568 5.68564
63 S -1.59026 0.28286 2.65521
64 H 0.49433 2.16290 5.91549
65 H -1.03227 2.60049 5.10008
66 H 0.52063 2.78168 4.23727
67 H 2.00462 -0.20426 5.24219
68 H 2.17371 0.19073 3.50517
69 H 1.54625 -1.40719 3.99768
70 H -0.52147 -0.59970 6.59407
71 H -1.28991 -1.61479 5.34434
72 H -2.07943 -0.11536 5.87994

Atoms 1-2, force components in eV/Å:
-0.497 0.153 -0.113
0.031 0.047 -0.101

Results
HOMO (spin up / spin down) in Eh: -0.36996 / -0.37037
2S+1: 2
Energy relative to the best compared isomer or geometry (same formula, charge and spin) in kcal/mol: 1.28
<S²>: 0.769
Charge: +1
Max |F| in eV/A: 0.6
Gap between HOMO and LUMO (spin up / spin down) in eV: 6.19 / 6.30
Calculated total energy in hartree: -5499.9378


Here is a molecular structure, C14H30BClN2O8P in a non-equilibrium geometry from the OMol25 dataset. Energies are from wB97M-V/def2-TZVPD.

Atoms and positions in Å:
1 C -0.88094 -0.46853 -4.72065
2 C -1.82544 -0.04387 -3.42303
3 C -1.41906 1.50141 -3.04311
4 C -1.30270 1.76176 -1.39608
5 O -0.25755 0.86812 -0.86639
6 C -0.31362 0.82157 0.63344
7 C -0.76614 -0.69651 1.02400
8 C -2.40944 -0.71559 1.32886
9 B -3.30705 -1.13906 0.01324
10 O -4.52486 -0.30433 -0.26804
11 O -3.02671 -2.28810 -0.87065
12 C -0.04087 -1.25512 2.36996
13 N 1.48015 -0.99634 2.42549
14 C 2.28797 -1.95625 1.58641
15 C 2.31893 -1.71477 -0.01312
16 C 2.24793 -3.21844 -0.73428
17 O 2.48982 -2.99493 -2.16992
18 C 1.85958 0.45568 2.33820
19 Cl 3.69048 0.74172 1.95259
20 C 0.99211 1.42240 1.37882
21 C 0.43641 2.68343 2.33342
22 O -0.48346 2.21588 3.40247
23 N 0.00779 2.77637 4.54261
24 O -0.54478 2.11100 5.43469
25 P 2.25633 2.30753 0.18824
26 O 2.73589 1.27797 -1.12327
27 O 1.61266 3.82321 -0.37940
28 H -1.19983 0.12231 -5.68848
29 H -0.99109 -1.61737 -4.97511
30 H 0.26185 -0.21318 -4.50516
31 H -2.96448 -0.07759 -3.70818
32 H -1.65954 -0.79612 -2.52611
33 H -0.32621 1.70757 -3.47301
34 H -2.16491 2.31380 -3.44923
35 H -1.06375 2.90354 -1.27464
36 H -2.37345 1.55435 -0.97192
37 H -1.24962 1.51644 0.89675
38 H -0.55812 -1.45500 0.12712
39 H -2.55778 -1.58642 2.12927
40 H -2.79324 0.27313 1.82546
41 H -4.75031 0.07321 0.63684
42 H -3.35802 -1.98781 -1.78660
43 H -0.53556 -0.76226 3.33814
44 H -0.29339 -2.41734 2.47009
45 H 1.71379 -1.28085 3.42859
46 H 3.41857 -2.08107 1.94960
47 H 1.80614 -3.03418 1.76826
48 H 1.56328 -0.94869 -0.45733
49 H 3.40584 -1.30598 -0.29040
50 H 3.21352 -3.78897 -0.32543
51 H 1.26641 -3.80346 -0.48173
52 H 1.72450 -3.37980 -2.68988
53 H 1.75968 0.88317 3.45050
54 H 1.37635 3.22616 2.80360
55 H -0.15226 3.48832 1.72105
56 H 3.55142 1.62169 -1.60501
57 H 0.61677 3.87619 -0.28156

Atoms 1-2, force components in eV/Å:
-0.163 -0.255 -0.025
0.305 0.402 -0.660

Results
HOMO in Eh: -0.40748
Energy relative to the best compared isomer or geometry (same formula, charge and spin) in kcal/mol: 182.67
Charge: +1
Max |F| in eV/A: 6.9
Gap between HOMO and LUMO in eV: 7.64
Calculated total energy in hartree: -2088.7557


Here is a molecular structure, C33H49Cl3N2O3PPtSi in a non-equilibrium geometry from the OMol25 dataset. Energies are from wB97M-V/def2-TZVPD.

Atoms and positions in Å:
1 C -1.99946 -1.92106 -4.22623
2 C -1.32886 -2.77369 -3.18712
3 H -1.42876 -1.86603 -5.17083
4 H -2.12384 -0.89607 -3.84119
5 H -3.00146 -2.33338 -4.43956
6 C -0.71675 -3.92782 -3.46291
7 C -0.76806 -4.53257 -4.81453
8 H -0.15720 -4.48930 -2.70629
9 H -0.46544 -3.82497 -5.61813
10 H -1.78263 -4.88859 -5.09215
11 H -0.11535 -5.41673 -4.89655
12 Pt 0.21654 0.21130 -0.15158
13 Cl -2.03717 0.63877 -0.02702
14 Cl 1.29605 2.59879 -0.92375
15 H 0.97393 6.00436 3.07199
16 H -2.21188 6.02624 2.16840
17 C 0.85176 6.19450 1.99887
18 C -1.56400 6.13490 1.28274
19 N -0.28196 5.45439 1.46711
20 H 1.74941 5.84847 1.48476
21 C -0.19457 4.09179 1.55271
22 O 0.80520 3.55403 2.03682
23 H -2.08316 5.71090 0.41536
24 H -1.08231 3.54328 1.15535
25 H 0.68089 7.25613 1.81848
26 H -1.35435 7.19933 1.12420
27 H 2.62249 -0.46803 -3.65304
28 H 2.24033 -3.65024 -3.03184
29 C 3.42312 -0.79502 -2.96202
30 C 3.16602 -3.28350 -2.56171
31 N 2.99842 -1.90911 -2.08828
32 H 3.77354 0.06465 -2.37685
33 C 2.54934 -1.71022 -0.85670
34 O 2.25540 -0.55458 -0.41081
35 H 3.40718 -3.92807 -1.70768
36 H 2.50193 -2.64308 -0.20630
37 H 4.27578 -1.18161 -3.53948
38 H 3.98903 -3.26043 -3.27906
39 O 0.01732 -1.54185 -1.77462
40 C -1.25068 -2.12097 -1.78918
41 C -0.03256 -3.80498 -0.33601
42 C -1.19293 -3.06910 -0.58534
43 H 0.86032 -3.59228 -0.94048
44 C 0.00334 -4.75847 0.69062
45 H -2.08591 -1.37581 -1.69803
46 C -2.26431 -3.15842 0.30006
47 H 0.91052 -5.35647 0.84558
48 C -1.10264 -4.88953 1.53363
49 C -2.24031 -4.08746 1.35134
50 H -3.10861 -2.48567 0.18233
51 H -1.03502 -5.54926 2.41883
52 H -3.08317 -4.17476 2.03997
53 Si 0.06828 2.78693 -2.74887
54 Cl -0.06636 0.62706 -2.79261
55 C 1.54878 3.56903 -3.74916
56 C -1.41554 3.64394 -1.87147
57 C -0.82979 2.90913 -4.45856
58 H 2.56238 3.31163 -3.39531
59 H 1.39403 4.65815 -3.63222
60 H 1.51898 3.35999 -4.84020
61 H -0.23964 2.40165 -5.21902
62 H -0.94619 3.96756 -4.72464
63 H -1.80318 2.42367 -4.40209
64 H -1.82768 3.09303 -1.00205
65 H -2.21779 3.71736 -2.62370
66 H -1.14644 4.67079 -1.56995
67 C 2.14780 0.71587 2.43003
68 P 0.43612 0.17796 2.12036
69 C 0.45808 -1.46949 2.86476
70 C -0.59995 -1.86728 3.69312
71 C -0.48542 -3.02618 4.46296
72 C 0.66626 -3.82065 4.37948
73 C 1.70036 -3.44057 3.51401
74 C 1.58160 -2.29327 2.72639
75 C -0.59072 1.15719 3.25754
76 C 0.02898 1.92080 4.25360
77 C -0.71764 2.69545 5.14124
78 C -2.11085 2.71016 5.05851
79 C -2.74883 1.90419 4.10851
80 C -1.98898 1.11788 3.21908
81 H 2.82020 0.17488 1.73541
82 H 2.43762 0.51522 3.48014
83 H 2.15567 1.80429 2.22013
84 H -1.49732 -1.25761 3.74103
85 H -1.31348 -3.31279 5.11617
86 H 0.74220 -4.73289 4.97724
87 H 2.59570 -4.06199 3.44239
88 H 2.35985 -2.02225 2.01835
89 H 1.11268 1.93081 4.32076
90 H -0.20179 3.29380 5.88585
91 H -2.70349 3.34123 5.74349
92 H -3.84918 1.88778 4.05239
93 H -2.50977 0.50482 2.48303

Atoms 1-2, force components in eV/Å:
-0.261 0.098 -0.087
0.220 -0.058 0.916

Results
HOMO (spin up / spin down) in Eh: -0.11217 / -0.16102
2S+1: 3
Energy relative to the best compared isomer or geometry (same formula, charge and spin) in kcal/mol: 54.14
<S²>: 2.013
Charge: -1
Max |F| in eV/A: 3.2
Gap between HOMO and LUMO (spin up / spin down) in eV: 5.37 / 6.57
Calculated total energy in hartree: -3752.8789